(1)
Molecular formula: C2H7N2O2
Method: DFT, ωB97M-V with the def2-TZVPD basis set

Positions of all 13 atoms, in Å:
1 H 3.6055 -0.2933 -0.6482
2 H 3.0598 0.5579 0.7637
3 H -3.2004 -0.7023 -0.3365
4 O -2.4899 1.1877 -0.2387
5 H -0.2824 -0.1966 0.5908
6 H 0.9444 -0.4294 -1.0332
7 H -1.4197 -1.6197 0.4747
8 N -1.2418 -0.6929 0.2807
9 C 1.5144 0.0384 -0.1667
10 H -1.7536 1.7022 -0.2949
11 N 2.8107 0.0469 -0.0534
12 C -2.3528 -0.0765 -0.1020
13 O 0.8058 0.4776 0.7638

Cartesian forces, eV/Å:
H -1.8090 0.4212 0.4556
H 0.7453 0.2339 0.7298
H -0.4847 0.2907 0.1507
O -4.0983 -1.8461 -0.4974
H -0.6191 0.4543 0.0520
H 1.3316 0.3548 0.5840
H -0.1185 -2.5721 0.2965
N -2.6890 2.7541 -1.0557
C -1.3617 -1.0144 -0.8094
H 3.7671 2.2967 0.1746
N 1.8045 -0.1417 -0.9528
C 2.6980 -1.6704 0.8989
O 0.8339 0.4391 -0.0269

Energy ... -340.1450 Eh
Highest occupied orbital energy ... -15.5 eV
Total charge ... +1
Gap between HOMO and LUMO ... 11.9 eV
Energy above the lowest of the compared OMol25 structures with the same formula, charge and spin ... 92.1 kJ/mol

Results of the Löwdin charge analysis, in e, for atoms 1 through 2: 0.173, 0.125

(2)
Molecular formula: C2H5F2NS
Method: DFT, ωB97M-V with the def2-TZVPD basis set

Positions of all 11 atoms, in Å:
1 H 1.8736 -0.7486 1.0500
2 C -1.1570 1.2899 -0.1423
3 N -1.3590 0.0371 -0.1876
4 F 3.2014 -0.9586 -0.4294
5 H -1.9264 2.0454 0.0553
6 H -0.1394 1.6379 -0.3143
7 S -2.9693 -0.4848 0.0858
8 H 3.4420 0.1592 1.2060
9 H -2.6962 -1.7867 -0.0553
10 C 2.6491 -0.1778 0.5314
11 F 2.0780 0.9050 -0.0523

Cartesian forces, eV/Å:
H 0.0298 0.0654 -0.1307
C 0.1102 -0.1123 -0.0497
N -0.2134 0.2684 0.0983
F -0.0129 0.0407 -0.1051
H 0.0163 -0.1616 -0.0226
H -0.1538 -0.0625 0.0240
S 0.2211 0.0512 -0.0328
H -0.0714 0.0241 -0.1269
H 0.0023 0.0174 -0.0044
C 0.0350 -0.2435 0.4861
F 0.0369 0.1128 -0.1363

Energy ... -731.8261 Eh
Highest occupied orbital energy ... -9.1 eV
Gap between HOMO and LUMO ... 10.1 eV
Structure (SMILES) ... C=NS.FCF
Energy above the lowest of the compared OMol25 structures with the same formula, charge and spin ... 115.4 kJ/mol

Results of the Löwdin charge analysis, in e, for atoms 1 through 2: 0.124, -0.193

(3)
Molecular formula: C7H17N2
Method: DFT, ωB97M-V with the def2-TZVPD basis set

Positions of all 26 atoms, in Å:
1 H 1.1018 0.0608 -3.6168
2 C -1.1338 0.3314 0.6068
3 H 0.9009 -2.1894 -0.2134
4 H -1.1137 0.0828 1.6784
5 H -1.8939 -0.8085 -1.0643
6 H 1.8599 0.2243 -0.5542
7 H 2.4235 -2.1244 0.7623
8 C 2.0310 0.7448 1.5334
9 C 1.3782 -0.0568 0.3648
10 H -3.0594 -0.8650 0.2721
11 C -0.2646 0.2717 -2.0381
12 H -1.9799 1.9423 -0.6162
13 H 3.1167 0.3731 1.5134
14 H 1.3914 -0.7011 -2.0385
15 C -1.8831 -0.9462 0.0610
16 H 1.8843 1.8597 1.1775
17 H -1.9147 2.3069 1.1386
18 N 0.1554 0.6071 0.1354
19 H -1.6109 -1.9011 0.5349
20 H 0.9285 -1.6055 1.7045
21 C -2.1068 1.5281 0.3988
22 H 1.6115 0.4798 2.5345
23 H -3.1617 1.1841 0.4340
24 N 0.7909 -0.1301 -2.5862
25 C 1.4181 -1.5974 0.6193
26 H -0.8698 0.9290 -2.7419

Cartesian forces, eV/Å:
H -0.8589 -0.5394 2.3567
C -2.7400 -0.9961 0.2440
H 0.1928 0.7542 1.5412
H 0.6098 0.2554 0.1769
H 0.5638 -0.8103 0.9945
H 1.2488 0.1698 -0.0562
H -1.0750 1.3948 -0.3082
C 1.0112 0.7796 -1.2477
C 0.3666 -1.4622 0.4446
H 2.6236 -0.0365 -0.0225
C -0.5158 2.5735 0.9832
H 0.1443 -0.0339 0.4180
H -1.4006 1.0439 0.1919
H 1.0597 -0.6212 0.2679
C -2.7116 0.7757 0.0617
H 0.7275 -2.0856 1.4710
H -0.1408 0.0290 -0.1969
N -1.5576 0.1800 -2.5894
H 0.4079 0.2612 -0.8844
H 0.5038 -0.9618 -2.4323
C 0.1612 -0.3099 -0.4273
H 0.0560 0.4886 -0.9416
H 0.7570 0.3406 0.3472
N 1.1383 -0.0559 -3.1443
C -0.7353 -0.2909 1.5184
H 0.1635 -0.8424 1.2337

Energy ... -385.9701 Eh
Highest occupied orbital energy (alpha / beta) ... -13.6 / -13.6 eV
Total charge ... +1
Gap between HOMO and LUMO (alpha / beta) ... 8.1 / 8.1 eV
Energy above the lowest of the compared OMol25 structures with the same formula, charge and spin ... 556.6 kJ/mol

Results of the Löwdin charge analysis, in e, for atoms 1 through 2: 0.208, -0.464

(4)
Molecular formula: C35H35N6O5RhS
Method: DFT, ωB97M-V with the def2-TZVPD basis set

Positions of all 83 atoms, in Å:
1 C -1.5500 -1.1605 -4.3890
2 N -2.5425 4.5362 -0.3655
3 H -2.7364 5.0487 0.4789
4 N 5.4134 0.8950 5.1739
5 C 4.3668 2.1030 3.3036
6 O 0.5868 0.4187 1.0929
7 C 0.2527 -0.0604 -2.9995
8 H 2.1025 0.4420 -3.9638
9 C 4.6800 1.0880 -0.8790
10 C 2.7877 -0.3971 -1.0319
11 H -2.2576 1.9307 3.1699
12 H 2.3860 3.9097 -2.4922
13 H 5.7197 1.2548 -0.6311
14 H -5.7628 -4.0551 -1.4115
15 C 1.1603 -0.0496 -4.1918
16 C -1.5493 -1.5665 4.8954
17 H -6.2241 -1.6334 -1.5386
18 C -2.0440 1.1387 2.4550
19 C -2.5846 -2.9179 -1.7358
20 N 0.6459 0.4207 -1.8077
21 H -0.5347 -2.8222 -1.1036
22 H -2.5643 -1.5374 -4.2821
23 H 3.3122 3.0632 1.6952
24 H 1.8850 -2.2065 -1.7906
25 C 4.1208 -0.1696 -0.7187
26 C 3.9040 2.1302 -1.3554
27 O -1.7553 -1.2180 0.7952
28 C -1.6663 -1.2893 2.0710
29 C 3.3190 2.2534 2.4112
30 C -1.8123 -0.1534 2.9348
31 C -4.1739 -1.0738 -1.7448
32 H 1.1045 2.8028 -3.0111
33 H -0.9199 -1.9735 -4.7561
34 H -1.2430 -3.6635 4.4747
35 C 3.2571 0.1604 4.2541
36 C -1.4726 -2.5607 2.6833
37 H 1.3769 -1.0650 -4.5317
38 H 4.7203 -0.9868 -0.3365
39 N -2.3028 2.7805 1.0249
40 H -1.1311 -4.4568 -1.4210
41 H -4.1363 0.8917 -0.8900
42 O 5.3213 -0.0007 5.9906
43 C -4.4775 0.3923 -1.7992
44 C 2.5623 1.9429 -1.6758
45 C 2.1794 -1.7551 -0.8403
46 C 2.0162 0.6669 -1.5144
47 H 5.2123 2.7734 3.3099
48 S -1.6559 2.3604 -1.5645
49 H -1.8755 0.5330 4.9782
50 C 4.3084 1.0591 4.2115
51 H -1.5514 -0.3844 -5.1571
52 N -1.7701 -0.6507 -1.9663
53 C 1.1388 1.5361 1.4291
54 O 0.8454 2.6448 1.0082
55 H -1.3685 -3.4129 2.0256
56 C -3.6409 -3.8076 -1.5927
57 C -1.7577 -0.3394 4.3466
58 H -3.4301 -4.8674 -1.5176
59 H -3.9693 0.8797 -2.6309
60 H 4.3382 3.1139 -1.4850
61 O 6.3489 1.6663 5.0982
62 H 1.0850 3.4488 -1.3773
63 C -1.4074 -2.6861 4.0390
64 C 2.2308 0.3089 3.3372
65 H 3.2590 -0.6338 4.9848
66 C -2.1742 3.2481 -0.2494
67 C -5.2051 -1.9951 -1.5967
68 C 1.7397 3.0923 -2.1738
69 H 1.2861 -1.6940 -0.2129
70 N -2.0116 1.5109 1.1788
71 H -5.5497 0.5556 -1.8995
72 C 2.2573 1.3559 2.4226
73 Rh -0.7989 0.2011 -0.3778
74 H -0.7370 -3.3822 -2.7599
75 C -4.9478 -3.3530 -1.5266
76 H 0.6895 0.4739 -5.0259
77 C -2.8637 -1.5485 -1.8310
78 H -2.3436 5.0345 -1.2137
79 H 2.8864 -2.4238 -0.3514
80 H 1.4049 -0.3881 3.3235
81 H -1.4985 -1.6948 5.9670
82 C -1.0428 -0.6112 -3.0890
83 C -1.1701 -3.4216 -1.7575

Cartesian forces, eV/Å:
C -0.0341 -0.0066 -0.0127
N 0.0575 -0.0501 0.0394
H -0.0230 -0.0080 0.0001
N -0.0211 0.0089 0.0397
C -0.0494 -0.0572 0.0047
O -0.1610 0.0844 0.0811
C -0.0838 0.0326 -0.0893
H 0.0103 0.0031 0.0056
C 0.0000 -0.0084 -0.0004
C 0.0125 0.0329 0.0162
H -0.0099 -0.0160 0.0191
H -0.0075 0.0146 -0.0013
H 0.0267 0.0052 0.0114
H -0.0147 -0.0137 0.0006
C 0.0077 0.0165 0.0066
C -0.0247 0.0691 -0.0187
H -0.0254 0.0053 0.0031
C -0.0242 0.0481 -0.0403
C -0.0492 0.0057 -0.0126
N -0.1015 -0.2071 0.0558
H -0.0332 -0.0257 -0.0038
H -0.0015 0.0010 -0.0016
H -0.0179 0.0024 -0.0166
H -0.0293 0.0059 -0.0178
C 0.0067 0.0209 0.0504
C -0.0170 -0.0067 -0.0109
O 0.2092 -0.1182 -0.0194
C -0.0703 -0.0490 -0.0203
C -0.0288 0.0020 0.0638
C 0.0299 0.0341 0.0524
C 0.0243 -0.0552 0.0047
H -0.0177 0.0043 -0.0208
H 0.0079 -0.0154 -0.0009
H -0.0002 -0.0211 -0.0008
C 0.0152 0.0319 -0.0335
C -0.0109 0.0397 -0.0473
H 0.0072 -0.0163 -0.0005
H 0.0116 -0.0080 0.0025
N 0.0823 -0.0829 0.0484
H 0.0010 -0.0165 -0.0072
H 0.0088 0.0056 0.0110
O 0.0396 0.0233 -0.0198
C 0.0136 0.0490 -0.0039
C 0.0515 -0.0697 0.0006
C -0.0176 -0.0273 0.0209
C 0.0480 0.0193 0.0234
H 0.0118 0.0048 0.0064
S 0.1386 0.0452 -0.0171
H 0.0013 0.0078 0.0086
C 0.0192 0.0020 -0.0098
H 0.0000 0.0081 -0.0055
N -0.1162 0.1803 -0.0008
C 0.1379 0.0881 -0.1399
O -0.0007 -0.0297 -0.0063
H -0.0058 -0.0164 -0.0089
C -0.0074 0.0183 0.0270
C 0.0111 -0.0065 -0.0049
H 0.0007 -0.0210 0.0017
H 0.0037 0.0075 -0.0130
H 0.0153 0.0196 -0.0010
O 0.0024 -0.0230 0.0058
H -0.0176 -0.0025 0.0136
C 0.0089 -0.0129 -0.0155
C 0.0571 -0.0138 -0.0200
H 0.0052 -0.0053 0.0071
C -0.0620 0.0046 0.0486
C 0.0058 -0.0145 -0.0082
C -0.0371 0.0039 0.0090
H 0.0373 -0.0135 0.0112
N -0.1677 0.0218 -0.0590
H -0.0133 0.0090 0.0053
C -0.0063 0.0755 0.0148
Rh 0.1436 0.0305 -0.0166
H 0.0138 0.0101 -0.0088
C 0.0010 -0.0059 -0.0009
H -0.0097 0.0059 -0.0195
C -0.0364 -0.0507 0.0058
H -0.0132 -0.0095 -0.0066
H 0.0102 -0.0186 -0.0124
H -0.0470 -0.0193 -0.0056
H 0.0039 0.0124 0.0138
C 0.0694 0.0043 0.0284
C 0.0446 0.0170 0.0120

Energy ... -2568.0958 Eh
2S+1 ... 5
Highest occupied orbital energy (alpha / beta) ... -6.8 / -8.4 eV
Gap between HOMO and LUMO (alpha / beta) ... 6.4 / 6.0 eV
Energy above the lowest of the compared OMol25 structures with the same formula, charge and spin ... 20.2 kJ/mol

Results of the Löwdin charge analysis, in e, for atoms 1 through 2: -0.010, 0.102

(5)
Molecular formula: C13H25ClF6O9P2S2
Method: DFT, ωB97M-V with the def2-TZVPD basis set

Positions of all 58 atoms, in Å:
1 C 3.6481 -0.3702 -2.2725
2 H -0.1064 -1.2161 1.7810
3 F -7.3429 -7.2280 -0.8445
4 C 1.9790 5.5911 0.4827
5 H 2.3826 2.7565 -0.1918
6 O -5.7923 -4.0809 -0.8563
7 H 0.2429 -0.0080 3.6459
8 H 4.2144 2.3954 2.2227
9 F 1.7768 0.7975 -1.3902
10 H 2.1304 6.1133 1.4623
11 H -6.6988 -2.5105 0.1785
12 H 3.7480 -1.5278 -4.5404
13 O -0.6806 0.5508 -1.0349
14 H 1.0525 -0.1179 0.9511
15 H 2.7990 -2.9157 -4.0361
16 H 4.9406 3.7502 0.4963
17 O 3.0545 -1.5278 -2.5706
18 C -6.7044 -6.1842 -1.3726
19 C -5.7030 -2.8777 -0.0773
20 F -7.3237 -5.8890 -2.5239
21 P 1.9363 3.6725 0.8091
22 C 4.8332 -2.9890 -3.3581
23 H 5.6354 -2.3142 -3.0555
24 C 0.0773 -0.1516 1.4681
25 H 2.3242 1.1698 2.4022
26 C 2.9642 0.2770 -1.0737
27 H 1.6382 3.7983 3.2491
28 H -4.7228 -2.1571 1.7029
29 H 0.0880 3.4108 2.3911
30 S 4.3710 5.0339 2.9468
31 H -2.9024 -0.7223 -0.6258
32 O -7.3752 -4.8554 0.5319
33 C 1.4417 1.6496 2.8872
34 O -2.3116 -1.0237 0.0857
35 C -6.6800 -4.9853 -0.4302
36 O 4.5614 0.1050 -2.8773
37 F 3.6773 1.2747 -0.5366
38 H 1.6750 1.6827 3.9878
39 H -5.3068 -3.8230 1.8284
40 H 0.3781 7.4865 -1.1670
41 O 0.8407 7.3933 -0.3181
42 O 0.6789 6.0336 0.0285
43 O -2.1165 1.3918 0.8155
44 H -5.2398 -2.1282 -0.7193
45 S -1.2788 0.2771 0.3075
46 C 1.1688 3.1495 2.4551
47 C 3.5760 -2.2221 -3.7158
48 P 4.0054 3.6764 1.5920
49 H -3.8690 -3.4799 0.8823
50 C 0.1392 0.7166 2.7904
51 H 2.7255 5.8666 -0.3014
52 H 5.1797 -3.5755 -4.2096
53 H 4.6454 -3.6604 -2.5180
54 H -0.7957 1.2926 2.9906
55 F 2.7444 -0.5976 -0.0779
56 C -4.8518 -3.0926 1.1575
57 Cl 0.0010 3.5222 -0.1448
58 F -5.4726 -6.6031 -1.6901

Cartesian forces, eV/Å:
C 0.1778 -0.9892 -1.0270
H 0.1132 0.8929 -0.5206
F -0.0610 0.3040 0.3157
C -0.6752 0.2629 0.2948
H -0.4460 0.6538 0.5772
O -0.2420 -0.4846 -0.3415
H -0.2065 0.5684 -0.8999
H -0.0217 0.2623 -0.9246
F 0.5150 -0.2324 -0.4788
H 0.5569 -0.6657 -0.8400
H -0.0066 -0.2441 -0.0288
H 0.0238 0.1309 0.2278
O -1.3613 -1.4354 3.1335
H -1.0886 0.0832 -0.1573
H -0.1430 0.1548 0.2592
H -0.5718 -0.4602 0.3026
O -0.2249 0.5611 0.4819
C 0.0115 -1.2028 -0.7456
C 0.1845 0.5595 0.4697
F -0.0641 0.3802 0.1006
P -1.5567 0.8906 -0.5690
C 0.1518 0.1432 0.2929
H -0.0308 0.0102 -0.1308
C -0.6401 -0.9979 1.4358
H -0.7218 0.3899 0.1663
C -0.9183 0.6122 0.8314
H -0.3169 -0.4168 -0.9410
H 0.0031 -0.0030 -0.0822
H 0.8861 -0.4247 -0.0088
S 0.0806 0.3351 0.1988
H 0.1867 0.0806 0.0342
O -0.2195 -0.4643 -0.0811
C -1.3731 -0.0149 0.6625
O 1.5332 0.7174 1.0174
C 0.3547 1.2241 0.3824
O 0.0204 0.4881 0.3680
F 0.8110 -0.3477 -0.3822
H -0.0613 0.0045 -1.0845
H -0.0929 0.1100 -0.0268
H 0.0551 -0.5013 0.1903
O 0.4326 1.1032 0.0480
O 0.3351 -0.9191 -0.0388
O 1.5921 -2.7620 -0.0788
H -0.0286 -0.2515 -0.2083
S -0.9816 3.7327 -3.5997
C 0.8931 0.1600 0.5371
C 0.3047 -0.5114 -0.5666
P 1.4529 0.2969 1.2383
H 0.0011 0.1635 -0.0515
C 0.8409 -0.1780 0.2398
H -0.2337 -0.3653 0.8036
H -0.0666 0.0258 0.0128
H -0.0722 -0.0596 -0.1195
H 0.7668 -0.3698 -0.4302
F 0.3745 -0.4344 -0.1354
C 0.0139 -0.3453 0.1281
Cl -0.3888 -0.4760 -0.4328
F 0.1424 0.2553 0.1813

Energy ... -3725.8102 Eh
Highest occupied orbital energy ... -8.2 eV
Gap between HOMO and LUMO ... 8.4 eV
Structure (SMILES) ... O=S(=O)(O)CCCC[PH](Cl)(COO)[PH2]=S.CCOC(=O)C(F)(F)F.CCOC(=O)C(F)(F)F

Results of the Löwdin charge analysis, in e, for atoms 1 through 2: -0.384, 0.114

(6)
Molecular formula: C10H23OP
Method: DFT, ωB97M-V with the def2-TZVPD basis set

Positions of all 35 atoms, in Å:
1 C -0.8310 2.4291 -1.3057
2 H -0.9776 -3.2527 -1.3278
3 C -0.7507 -2.6663 -0.3640
4 H 0.9424 0.8895 1.6567
5 H -3.1177 0.8602 0.8340
6 H -3.0497 2.5497 0.8466
7 H -4.7863 1.8533 -0.6891
8 H -1.2620 -1.7637 -0.1774
9 C 0.4944 1.9958 -1.8521
10 H -3.8393 2.9853 -1.3321
11 H 3.4490 -0.2295 2.1940
12 C 0.7369 -2.2401 -0.6051
13 H 4.6055 -1.7352 2.0339
14 H 3.1542 -2.0219 2.9170
15 C 1.3256 -1.7922 0.7647
16 H 0.8141 0.9960 -1.7197
17 P 0.8110 -0.4602 1.7163
18 C -1.3773 1.5054 -0.2267
19 H 3.0861 -1.1634 -0.0191
20 O -0.6423 0.7565 0.4606
21 H 3.2242 -2.8206 0.3766
22 H 0.5733 2.1428 -3.0124
23 H -3.5853 1.3345 -1.8184
24 H 1.2698 -0.5054 2.9859
25 C 2.8725 -1.8558 0.7406
26 H 1.3482 -3.0953 -1.0790
27 C -2.7949 1.7010 0.2290
28 C -3.7662 1.9769 -0.9597
29 H -0.4973 -0.7258 2.0267
30 H -0.6462 3.3959 -0.8707
31 H -0.6555 -3.2425 0.5383
32 H 1.2440 2.5785 -1.4756
33 C 3.5698 -1.3959 1.9838
34 H -1.6130 2.5085 -1.9794
35 H 0.6713 -1.4925 -1.4907

Cartesian forces, eV/Å:
C 0.5818 -1.3353 2.2636
H -0.5982 0.8443 1.8598
C 2.6217 -1.3302 -2.0354
H 0.5290 1.0984 -0.8383
H -0.0213 -0.4549 -0.2029
H 0.7339 0.8393 0.9025
H -1.0372 -0.6850 0.6091
H -1.2171 0.8079 -0.1155
C -0.8981 -0.2790 -4.1150
H 0.8924 0.6853 -0.0325
H 0.5041 -2.6129 -0.3751
C -0.5445 0.0848 -0.6334
H 0.1767 0.6631 -0.4531
H 0.5228 1.6787 -1.7817
C 3.1722 -0.8805 -3.2969
H -0.2267 -1.3114 0.4846
P -3.2148 0.8093 0.8238
C -1.8514 1.2668 -1.5431
H 0.5731 1.0258 -1.5118
O 1.8420 -1.1758 1.5237
H -0.0801 -0.1279 0.1848
H -0.2864 -0.1029 1.9014
H 0.0979 -0.1787 -0.0667
H 1.0643 -1.1372 1.1337
C -1.3007 -0.7696 0.7576
H -0.7086 1.1175 1.2427
C -0.8826 0.4328 -1.6511
C 0.1336 -0.6729 -0.1048
H -0.4093 -0.0350 0.0960
H -0.2202 1.0403 0.3185
H -0.8806 -0.8156 0.1674
H 2.0843 1.5897 1.0805
C -0.6079 -0.1012 3.3067
H -1.1350 0.4429 -1.7901
H 0.5909 -0.4211 1.8911

Energy ... -811.1014 Eh
2S+1 ... 3
Highest occupied orbital energy (alpha / beta) ... -3.6 / -8.1 eV
Gap between HOMO and LUMO (alpha / beta) ... 4.3 / 6.4 eV

Results of the Löwdin charge analysis, in e, for atoms 1 through 2: -0.207, 0.107